No. 1
105
Properties=species:S:1:pos:R:3:mulliken_charge:R:1 method="wB97M-V/def2-TZVPD" charge=0 homo_lumo_gap_ev=9.03 fmax_ev_per_a=6.7 lumo_ha=-0.0014 e_homo_ev=-9.07
C -14.82530 13.38075 -13.94180 -0.61
O -13.87768 14.41612 -14.11855 -0.54
H -15.34753 13.19429 -14.89135 0.26
H -14.25799 12.45730 -13.81637 0.35
H -15.55378 13.53371 -13.14550 0.18
H -14.34132 15.26540 -14.16217 0.17
C -11.62164 17.79796 -11.45908 -0.70
O -10.79830 18.94798 -11.62051 -0.64
H -11.15209 17.01049 -10.85664 0.63
H -12.55953 18.05097 -10.96244 0.02
H -11.73797 17.30028 -12.42614 0.26
H -10.00515 18.80570 -11.10040 0.36
C -16.97261 16.05709 -9.11586 -0.27
O -16.27467 15.36741 -8.08416 -0.58
H -16.51984 16.96086 -9.53515 0.11
H -17.08805 15.43669 -10.00879 0.10
H -17.97388 16.25735 -8.72256 0.33
H -15.88094 16.06622 -7.55201 0.36
C -13.12185 15.19098 -10.15898 -0.26
O -11.82624 14.75520 -10.53123 -0.57
H -13.86785 14.95628 -10.91874 0.07
H -13.35799 14.76070 -9.18681 0.35
H -13.17710 16.26433 -9.93085 0.14
H -11.63174 15.11895 -11.40058 0.31
C -16.85059 16.54269 -13.42320 1.80
C -15.85438 17.67513 -13.27377 1.36
C -15.51149 17.92440 -11.81520 -0.51
O -14.63558 17.27467 -13.92077 0.08
H -16.57931 15.71896 -12.75782 0.05
H -16.85637 16.13946 -14.43853 -0.58
H -17.87956 16.86530 -13.24974 -1.60
H -16.23962 18.57002 -13.77223 0.25
H -16.41564 18.12448 -11.22790 -0.01
H -14.78780 18.72662 -11.67322 -0.22
H -15.07232 17.02971 -11.36654 -0.05
H -14.27202 17.99191 -14.45949 0.03
C -15.54034 15.95101 -17.08074 -0.75
C -14.12103 16.30438 -17.49923 0.73
C -13.18798 15.09169 -17.60590 -1.41
O -14.17946 16.91515 -18.79248 -0.56
H -16.08515 16.82024 -16.70623 0.06
H -15.60231 15.19839 -16.28767 0.11
H -16.15687 15.52477 -17.87837 0.49
H -13.63154 16.93533 -16.75759 -0.10
H -12.19550 15.46723 -17.85982 0.41
H -13.50069 14.44131 -18.42889 0.36
H -13.10620 14.54471 -16.66596 0.25
H -14.39942 16.20739 -19.40558 0.38
C -20.02530 15.69504 -11.64362 -1.12
C -21.53693 15.50594 -11.62738 0.14
C -22.18041 16.48925 -10.64028 -1.90
O -22.09949 15.85852 -12.91436 -0.56
H -19.64510 15.74340 -10.62265 0.37
H -19.76125 16.59802 -12.19278 0.00
H -19.53706 14.84934 -12.13860 0.51
H -21.87968 14.50252 -11.35229 0.43
H -23.26196 16.52930 -10.72039 0.50
H -21.74308 17.46472 -10.86640 0.69
H -21.85157 16.20309 -9.63865 0.35
H -21.51152 15.37885 -13.51384 0.34
C -20.81378 18.40387 -14.59284 0.08
C -20.14178 18.74525 -15.92524 0.57
C -20.38329 20.20322 -16.28856 -1.62
O -18.76221 18.48099 -15.80526 -0.41
H -21.90451 18.41757 -14.59550 0.38
H -20.43888 19.00888 -13.76434 -0.55
H -20.55066 17.38044 -14.31146 -0.05
H -20.64472 18.12588 -16.67817 0.27
H -20.04026 20.35814 -17.31422 0.45
H -19.93153 20.92979 -15.61377 0.29
H -21.44537 20.45825 -16.30696 0.38
H -18.64403 17.52310 -15.62150 0.11
C -14.47423 21.64961 -11.18037 -1.43
C -15.36580 21.44487 -12.38210 1.69
C -16.65040 22.28012 -12.39688 -1.45
O -14.65514 21.67385 -13.60351 -0.46
H -13.51461 21.15669 -11.37393 0.31
H -14.89007 21.20377 -10.27763 0.29
H -14.15523 22.68042 -10.99886 0.37
H -15.71297 20.40984 -12.33369 -0.85
H -16.52737 23.36048 -12.52163 0.43
H -17.15178 22.15812 -11.43189 0.36
H -17.34282 21.96837 -13.17822 0.30
H -14.52747 22.63083 -13.63279 0.26
C -19.29332 19.73359 -11.96248 -1.82
C -20.27519 18.54934 -11.96275 2.66
C -19.94252 17.57398 -10.84641 -0.62
O -21.57565 19.01518 -11.69289 -0.63
H -19.59344 20.48130 -12.70463 0.47
H -18.26781 19.49457 -12.25965 0.19
H -19.24205 20.22784 -10.99016 0.42
H -20.14714 18.08889 -12.94962 -0.66
H -20.62221 16.72139 -10.82468 -0.78
H -20.03719 18.07115 -9.87956 0.76
H -18.92269 17.18978 -10.91131 -0.28
H -21.79864 19.78258 -12.22802 0.46
O -18.48203 15.75466 -15.99462 -0.51
H -18.49226 15.89439 -16.95215 0.29
H -19.26245 15.21574 -15.81544 0.20
O -14.70715 20.21751 -16.18485 -0.65
H -15.65928 20.06827 -16.20208 0.29
H -14.53222 20.61240 -15.31596 0.33
O -12.54484 19.55589 -13.86132 -0.64
H -12.13778 19.34346 -13.00658 0.33
H -13.12881 20.30407 -13.68427 0.32

No. 2
118
Properties=species:S:1:pos:R:3:lowdin_spin:R:1 method="wB97M-V/def2-TZVPD" spin_multiplicity=2 charge=+2 homo_lumo_gap_ev="2.49 / 2.68" fmax_ev_per_a=7.8 lumo_ha="-0.3584 / -0.3515" e_homo_ev="-12.25 / -12.25"
Zr 32.87906 -2.06059 8.82888 1.04
C 34.88320 0.48433 10.56804 0.00
O 34.98211 0.10105 11.96636 0.00
O 33.85336 -0.37503 10.05105 -0.07
C 34.95240 2.02458 10.37333 0.00
F 36.05281 2.48783 9.64616 0.00
F 33.83672 2.44474 9.79946 0.00
F 35.06663 2.72832 11.51567 0.00
C 36.25012 0.22922 12.55149 0.00
C 36.21336 -0.16067 14.10800 0.00
H 37.23260 -0.30905 14.46468 0.00
H 35.85677 0.72917 14.62680 0.00
H 35.49048 -0.93617 14.36127 0.00
H 36.69179 1.21521 12.40718 0.00
H 36.94425 -0.46576 12.07896 0.00
H 35.73367 0.11228 9.99675 0.00
C 27.44778 1.43237 13.21798 0.00
C 28.19219 2.41968 12.25049 0.00
C 28.90676 1.59550 11.09840 0.00
O 29.67934 0.52500 11.66012 0.00
C 30.88563 1.06155 12.21991 0.00
N 27.07457 3.17272 11.66780 0.00
H 26.82993 0.75864 12.62430 0.00
H 26.76698 1.91169 13.92147 0.00
H 28.13296 0.76776 13.74422 0.00
H 28.90625 2.99405 12.84065 0.00
H 29.63287 2.15021 10.50414 0.00
H 28.32773 1.27360 10.23284 0.00
H 31.19779 0.33199 12.96716 0.00
H 30.81063 2.02191 12.73000 0.00
H 31.72567 1.05031 11.52542 0.00
H 27.49193 3.58578 10.84605 0.00
H 26.59223 2.36883 11.29202 0.00
C 39.46153 1.32938 16.13088 0.00
C 40.92266 1.81404 15.90856 0.00
C 41.19079 3.28561 15.62888 0.00
O 40.76551 3.59192 14.25056 0.00
C 41.57882 3.26462 13.21900 0.00
N 41.79332 1.40167 17.07007 0.00
H 39.45940 0.23938 16.13210 0.00
H 39.04206 1.63189 15.17139 0.00
H 38.97948 1.88280 16.93676 0.00
H 41.29470 1.08246 15.19130 0.00
H 42.23614 3.55650 15.77709 0.00
H 40.60763 3.94439 16.27233 0.00
H 41.74498 4.18839 12.66479 0.00
H 41.09777 2.48289 12.63113 0.00
H 42.53023 2.87260 13.57848 0.00
H 41.29714 0.61083 17.45541 0.00
H 41.69781 2.12619 17.76723 0.00
C 32.80261 2.93915 6.57925 0.00
C 32.15627 2.45033 5.18772 0.00
C 32.98846 2.44002 3.95177 0.00
O 32.31789 1.62206 3.05457 0.00
C 33.06374 1.45902 1.82930 0.00
N 31.85912 1.08838 5.43439 0.00
H 33.10631 3.98588 6.56426 0.00
H 33.70454 2.42960 6.91832 0.00
H 32.14800 2.73748 7.42713 0.00
H 31.28195 3.06350 4.96937 0.00
H 33.97427 2.07422 4.23898 0.00
H 32.96294 3.48291 3.63583 0.00
H 33.24343 2.40276 1.31437 0.00
H 32.49478 0.89360 1.09128 0.00
H 34.06264 1.02530 1.87595 0.00
H 31.04907 0.90015 6.00754 0.00
H 31.67026 0.79245 4.48737 0.00
C 36.16620 -4.46876 14.17890 0.00
C 35.72593 -5.70797 14.95117 0.00
O 34.76363 -5.49123 15.85145 0.00
O 35.56322 -4.23999 12.94783 0.00
H 37.15414 -4.82228 13.88376 0.00
H 36.23801 -3.53020 14.72849 0.00
H 36.50975 -6.19599 15.53046 0.00
H 35.45688 -6.35154 14.11360 0.00
H 35.12579 -5.05279 16.62488 0.00
H 36.20595 -3.83889 12.35824 0.00
C 39.95658 1.30829 6.61385 0.00
C 40.03187 2.77804 7.01945 0.00
O 38.99465 3.20518 7.90722 0.00
O 38.67048 0.85133 6.35345 0.00
H 40.26927 0.79051 7.52063 0.00
H 40.77283 1.04791 5.94004 0.00
H 40.03057 3.19598 6.01277 0.00
H 40.98564 3.04804 7.47280 0.00
H 38.16230 2.83620 7.60282 0.00
H 38.73669 -0.10566 6.31615 0.00
C 35.81624 -2.96926 18.96321 0.00
C 36.62065 -2.60563 17.63228 0.00
O 37.18296 -3.69390 16.90898 0.00
O 34.72178 -3.81984 18.72093 0.00
H 35.58911 -2.01281 19.43407 0.00
H 36.51176 -3.48569 19.62477 0.00
H 37.28934 -1.79403 17.91910 0.00
H 35.98001 -2.06286 16.93725 0.00
H 38.12740 -3.85831 16.95988 0.00
H 34.08091 -3.32599 18.20423 0.00
O 36.21970 4.95802 8.56912 0.00
H 37.15170 4.84566 8.75614 0.00
H 35.82625 5.15415 9.41939 0.00
O 38.57820 -1.26592 9.89779 0.00
H 38.36090 -0.54507 9.30670 0.00
H 38.23674 -2.04600 9.46062 0.00
O 33.40304 0.01567 15.49009 0.00
H 32.79571 -0.33691 16.14054 0.00
H 33.76243 0.80288 15.89922 0.00
O 31.50673 -1.92060 10.84742 0.02
H 30.56507 -2.09175 10.83248 0.00
H 31.76449 -2.07590 11.75608 0.00
O 33.53060 -0.44983 7.19680 0.02
H 33.17611 0.18966 6.57904 0.00
H 34.45357 -0.52997 6.95608 0.00
O 33.33912 -1.70380 12.93268 0.00
H 33.55702 -0.80247 12.69529 0.00
H 33.78250 -1.84557 13.76907 0.00
O 37.69817 -3.13899 11.77926 0.00
H 38.55535 -3.20563 12.19998 0.00
H 37.76426 -2.36401 11.22135 0.00

No. 3
110
Properties=species:S:1:pos:R:3:mulliken_charge:R:1 method="wB97M-V/def2-TZVPD" charge=-1 homo_lumo_gap_ev=5.15 fmax_ev_per_a=6.3 lumo_ha=0.0743 e_homo_ev=-3.13
C 0.94836 0.37464 4.10639 -0.96
C 0.80415 0.04005 2.63423 1.39
Nb 0.21538 -2.12289 2.15892 -1.17
C 0.11959 -2.69071 4.41061 -0.24
N -0.68959 -3.98653 4.61504 -0.63
C 2.37230 -2.84010 2.01913 -0.52
C 3.31113 -2.03502 0.94344 1.27
C 4.60234 -1.25737 1.59150 -1.14
C 4.30874 0.27424 2.09626 0.35
C 3.78089 1.30231 0.93355 0.26
N 4.84075 2.33025 0.49372 -0.72
C -1.98633 -1.45036 2.39150 0.19
O -2.84978 -2.54827 1.92634 -0.30
O -3.95929 -2.04198 1.45794 -0.29
C 0.02133 -1.73803 -0.07891 0.95
C 0.67391 -2.95035 -1.02715 -0.82
F -1.35446 -1.35542 -0.52845 -0.34
H 1.95250 0.06782 4.66842 0.11
H 0.09832 0.92563 4.72787 0.23
H 0.96458 0.85222 1.80516 -0.25
H -0.33649 -3.84489 1.82730 -0.04
H 1.22737 -2.77986 4.79579 0.18
H -0.50291 -1.84761 4.98163 0.11
H -1.72847 -3.77069 4.53702 0.28
H -0.44656 -4.69179 3.87566 0.25
H 2.33608 -4.00909 1.86432 -0.03
H 2.86239 -2.66202 3.09119 0.26
H 2.74864 -1.26535 0.26547 -0.37
H 3.75663 -2.86227 0.20816 -0.36
H 5.06380 -1.86857 2.47733 0.34
H 5.43862 -1.19103 0.74578 0.30
H 3.58414 0.18919 3.03242 -0.43
H 5.32132 0.73784 2.51682 0.36
H 2.83228 1.91755 1.31678 -0.09
H 3.42756 0.77988 -0.06287 0.06
H 4.37834 3.00958 -0.16278 0.24
H 5.25959 2.80571 1.32295 0.25
H -2.06965 -0.45961 1.76459 -0.05
H -2.21672 -1.15924 3.51701 0.20
H -4.61006 -1.94781 2.21689 0.23
H 0.70031 -0.78514 -0.31577 -0.46
H 1.16398 -3.80859 -0.40110 0.07
H 1.48254 -2.48437 -1.76862 0.19
H -0.20151 -3.33364 -1.70549 0.38
C 0.75798 4.31292 0.69459 -0.78
O 1.01208 2.92701 0.83226 -0.43
H 0.88821 4.79616 1.66573 0.25
H 1.46170 4.74396 -0.02167 0.29
H -0.26788 4.46369 0.34973 0.27
H 0.88884 2.52532 -0.04459 0.21
C 3.26998 2.00083 6.49744 -0.59
O 4.29865 1.80298 5.54508 -0.47
H 2.92393 1.02780 6.85390 0.23
H 3.65837 2.57801 7.34010 0.31
H 2.43731 2.53254 6.03057 0.24
H 4.58541 2.68297 5.24709 0.27
C -2.40566 2.15599 0.21200 -0.62
O -1.40499 1.55926 1.01626 -0.25
H -3.21992 1.44161 0.06973 0.16
H -2.79041 3.04912 0.71033 0.34
H -1.98287 2.42150 -0.76001 0.16
H -0.69635 2.21606 1.12505 0.27
C -7.56298 -0.48982 1.85006 -0.43
O -7.20537 -1.67267 2.54090 -0.47
H -6.65859 -0.02358 1.45220 0.13
H -8.23554 -0.73765 1.02525 0.26
H -8.05366 0.20161 2.53940 0.26
H -8.02741 -2.06388 2.88237 0.27
C -0.27891 2.06969 -3.99235 -0.36
O -0.14960 2.03908 -2.58288 -0.46
H 0.23048 2.95650 -4.37665 0.07
H 0.17910 1.17483 -4.42073 0.29
H -1.33708 2.11486 -4.26117 0.24
H -0.61092 1.24210 -2.27075 0.17
C -1.91350 1.28881 -7.69630 -0.58
O -0.71560 1.24384 -6.94310 -0.33
H -2.24413 2.32702 -7.77621 0.20
H -1.73123 0.88877 -8.69670 0.31
H -2.68435 0.70106 -7.19196 0.23
H -0.44673 0.31100 -6.88913 0.23
C 2.73703 1.95092 -8.35947 -0.49
O 2.41725 3.20293 -7.78112 -0.51
H 3.69095 2.03574 -8.88524 0.25
H 2.82256 1.19661 -7.57349 0.23
H 1.95641 1.66635 -9.06917 0.21
H 1.56676 3.09682 -7.32197 0.31
C 3.65113 -5.91813 -0.69736 -0.66
O 3.17903 -5.62412 0.60455 -0.41
H 3.81721 -4.98162 -1.23493 0.23
H 4.59277 -6.46829 -0.62891 0.31
H 2.90623 -6.51427 -1.23005 0.27
H 3.04085 -6.47354 1.05709 0.24
C -0.35433 5.51441 -5.98329 -0.54
O -0.98451 4.42190 -6.62639 -0.44
H -0.97272 6.40610 -6.11011 0.24
H -0.24542 5.29777 -4.91780 0.24
H 0.62642 5.68686 -6.43320 0.25
H -0.41322 3.64581 -6.49703 0.17
C -3.75249 -3.61715 7.04223 -0.65
O -3.06483 -3.04649 5.94417 -0.40
H -3.33714 -4.60687 7.24601 0.24
H -3.62514 -2.98266 7.92272 0.26
H -4.81350 -3.71274 6.79902 0.25
H -3.45486 -2.16980 5.78699 0.23
C -4.34463 0.63312 -3.56380 -0.56
O -3.65697 1.20378 -4.66186 -0.42
H -3.92928 -0.35660 -3.36002 0.23
H -4.21728 1.26761 -2.68331 0.19
H -5.40564 0.53753 -3.80701 0.30
H -4.04700 2.08046 -4.81904 0.26